Record 1
ORCA calculation (the ωB97M-V functional and the def2-TZVPD basis) on C4H9N5 in the gas phase at a distorted geometry.

Each line ends with the Mulliken charge.
CARTESIAN COORDINATES (ANGSTROEM)
C 1.81050 -0.79303 0.08668  -0.4602
C -0.14045 0.20959 0.04803  0.4357
C 1.94642 1.67095 0.00793  -0.9729
C -1.36869 -2.07278 -0.06991  -0.9600
N 0.94590 -1.79483 0.10252  -0.8558
N -0.82862 1.33174 0.03570  -0.1852
N 1.21746 0.41361 0.07349  0.0933
N -0.25315 -1.16793 0.08986  0.5721
N -2.20363 1.50750 0.07360  -0.5181
H 2.87574 -0.90474 0.25145  0.3542
H 2.61528 1.49894 0.79942  0.3397
H 2.42541 1.68604 -0.94969  0.3266
H 1.17402 2.39495 0.23178  0.3290
H -2.03364 -2.07375 0.73225  0.3385
H -1.96362 -1.99182 -0.93568  0.3649
H -0.89513 -3.02685 -0.16748  0.3600
H -2.87295 0.76688 -0.03882  0.2130
H -2.45086 2.34553 -0.37112  0.2252

As for the multiplicity: 3. The max |F| is 5.81 eV/A. The energy above the lowest of the compared OMol25 structures with the same formula, charge and spin comes out at 21.05 kcal/mol. The HOMO-LUMO gap (alpha / beta) comes out at 4.3 / 8.1 eV. Its lowest unoccupied orbital energy (alpha / beta) is 0.739 / -0.766 eV. As for the charge: 0. The value obtained for the HOMO energy (alpha / beta) is -3.59 / -8.86 eV.



Record 2
ORCA calculation (the ωB97M-V functional and the def2-TZVPD basis) on a molecular structure, C19H43O2P3STm at a distorted geometry.

Each line ends with the Mulliken charge.
CARTESIAN COORDINATES (ANGSTROEM)
Tm 2.73346 0.72416 -0.39059  0.9647
P 0.45416 2.46529 0.52735  0.9424
P -1.20861 -0.56895 1.16802  1.0086
P -1.48550 -0.00301 -2.93033  1.6706
H 5.64690 -1.79865 -2.83752  0.2382
C 5.22078 -0.96543 -3.44164  -0.5767
C 4.95101 0.25342 -2.95795  -0.7100
H 5.31762 0.55820 -1.96693  0.6851
C 1.53050 3.32219 1.79117  -1.3386
C -1.16014 2.94095 1.32508  -1.3053
C 0.40247 3.80042 -0.75649  -1.3697
C -1.50889 -2.32914 0.83945  -1.5099
C -1.03987 -0.73629 2.99793  -1.2766
C -3.00966 -0.07717 1.16589  -1.4319
C -1.03709 0.63237 -4.53195  -1.4857
C -2.46623 1.32385 -2.24081  -0.8221
C -2.52307 -1.38695 -3.25333  -1.5964
H 5.17047 -1.14079 -4.55599  0.2730
H 4.65105 1.00668 -3.71205  0.2217
H 2.61584 3.20346 1.61582  0.4365
H 1.29645 2.95875 2.80491  0.3113
H 1.31986 4.40355 1.77912  0.4464
H -1.37325 2.38411 2.24584  0.3462
H -2.03515 2.86036 0.66548  0.3811
H -1.12156 4.00313 1.62097  0.4635
H 1.18450 3.63638 -1.50891  0.4472
H 0.58797 4.78347 -0.29976  0.4282
H -0.56294 3.85727 -1.28276  0.3619
H -2.44860 -2.61196 1.32411  0.5251
H -0.67384 -2.89290 1.25862  0.3830
H -1.58140 -2.49947 -0.23683  0.2789
H -2.04411 -0.73011 3.45751  0.4603
H -0.44086 0.10888 3.36230  0.1618
H -0.52756 -1.67681 3.25153  0.4384
H -3.61120 -0.99796 1.03400  0.4383
H -3.15998 0.60694 0.31154  0.1253
H -3.27382 0.43615 2.10908  0.5079
H -2.08276 0.90215 -4.83694  0.5816
H -0.57205 -0.05432 -5.28432  0.3059
H -0.46406 1.57285 -4.45800  0.4079
H -2.61498 2.08285 -3.03724  0.5312
H -2.01077 1.85737 -1.38433  -0.3916
H -3.42877 0.84193 -1.99928  0.5499
H -2.84673 -1.20557 -4.26892  0.5088
H -3.38216 -1.42904 -2.59162  0.5248
H -1.88108 -2.26831 -3.19202  0.4086
C 1.81763 -0.94738 -3.06166  0.3581
C 1.97646 -2.35042 -3.25955  -0.5445
C 2.38837 -2.78528 -4.50808  -0.3693
C 2.54355 -1.89139 -5.58759  -0.6939
C 2.50200 -0.51005 -5.37846  -0.6825
C 2.18110 -0.04392 -4.09841  -0.4029
O 1.60384 -0.46353 -1.75686  -0.0418
H -0.56922 -0.67867 -2.12655  -0.3542
H 1.95093 -3.10496 -2.44874  0.4465
H 2.71760 -3.82275 -4.63390  0.4152
H 2.87142 -2.18570 -6.58125  0.4394
H 2.80345 0.27459 -6.10709  0.4087
H 2.22180 1.02808 -3.88274  0.4795
C 4.11618 -2.11011 2.46106  -1.0935
S 2.45018 -1.46192 2.44890  0.6643
C 2.59289 -0.38926 3.89690  -0.8586
O 2.43458 -0.32840 1.33709  -0.3546
H 4.28512 -2.78677 3.30632  0.4264
H 4.81108 -1.28924 2.58272  0.3755
H 4.35274 -2.64795 1.54011  0.3998
H 3.52994 0.15871 3.81111  0.4088
H 1.79031 0.35187 3.89495  0.1439
H 2.57430 -0.99797 4.80811  0.4803

As for the multiplicity: 3. The max |F| is 3.60 eV/A. The energy above the lowest of the compared OMol25 structures with the same formula, charge and spin comes out at 10.43 kcal/mol. The HOMO-LUMO gap (alpha / beta) comes out at 6.2 / 6.2 eV. Its lowest unoccupied orbital energy (alpha / beta) is -9.904 / -9.849 eV. As for the charge: +3. The value obtained for the HOMO energy (alpha / beta) is -16.07 / -16.07 eV.



Record 3
ORCA calculation (the ωB97M-V functional and the def2-TZVPD basis) on a molecular structure, C25H41F3LaO2P2 at a distorted geometry.

Each line ends with the Mulliken charge.
CARTESIAN COORDINATES (ANGSTROEM)
La 0.91175 -1.25324 2.34997  1.3035
C -1.33653 -1.24343 3.53035  0.6780
C -1.13001 -2.50126 2.86866  0.1734
C 0.45667 -2.30303 4.56072  0.3122
C -0.37457 -1.14439 4.58793  0.3485
C -0.01278 -3.16024 3.50424  0.3758
C -2.47027 -0.30539 3.28482  -1.2585
H -2.64194 -0.14007 2.21218  0.0760
H -2.29095 0.67402 3.74497  0.4572
H -3.40531 -0.70690 3.71190  0.3266
C -0.31730 -0.07399 5.61359  -1.3111
H -1.31026 0.35365 5.78821  0.4426
H 0.34516 0.74917 5.32985  0.0835
H 0.05352 -0.45835 6.57022  0.4040
C 1.68372 -2.48626 5.38717  -1.1652
H 1.45018 -2.29923 6.44630  0.3518
H 2.48465 -1.77387 5.10707  0.2447
H 2.08669 -3.50267 5.28922  0.3730
C 0.78928 -4.25903 2.91181  -1.3450
H 1.26520 -4.84011 3.71188  0.4077
H 1.61231 -3.90133 2.24892  0.3093
H 0.15686 -4.92451 2.31449  0.2912
C -1.80475 -2.93299 1.61589  -1.2357
H -1.74236 -4.02368 1.50544  0.4236
H -1.37851 -2.48434 0.69278  0.2242
H -2.86421 -2.64340 1.64470  0.3599
C -1.36911 2.70642 -0.25775  -0.6198
C -2.33250 1.83051 0.08033  -0.4459
C -2.40496 0.41924 -0.45362  -0.0239
C -2.08031 0.28081 -1.96461  -1.3321
C -0.81072 -0.37367 -2.28270  -0.7583
C 0.53461 0.06135 -1.99502  0.5053
C 0.71931 1.38534 -1.20154  0.0458
C -0.30948 2.52664 -1.31584  -0.5033
H -3.41232 -0.00395 -0.29601  0.5422
H -2.23684 1.24510 -2.47566  0.2624
H -1.71163 -0.24582 0.10162  -0.4063
H -0.79238 2.52850 -2.31608  -0.2637
H -1.35236 3.69279 0.21664  0.3972
H -3.01007 2.04839 0.91210  0.4292
H 0.28261 3.45975 -1.30417  0.4559
H 0.85693 1.15977 -0.13077  -0.6847
H 1.07250 -0.73031 -1.41343  0.3194
H 1.69332 1.80673 -1.50310  0.6344
H -2.86356 -0.34943 -2.42330  0.4297
H -0.90749 -1.42019 -2.60436  0.3307
P -0.55533 1.61208 -4.17953  1.1444
C -0.62388 3.31890 -4.81925  -1.4312
C -1.55068 0.70006 -5.41018  -1.4732
P 1.71043 -0.24828 -3.56489  0.7648
C 1.19453 1.19555 -4.57809  -1.5274
C 0.98182 -1.59855 -4.55145  -1.4035
C 3.45481 -0.36515 -4.07181  -1.2615
H 0.28028 3.87101 -4.52861  0.3698
H -1.50553 3.82361 -4.40081  0.3555
H -0.70615 3.27236 -5.91251  0.4521
H -1.38209 1.16415 -6.39083  0.4372
H -2.60817 0.81231 -5.13271  0.3601
H -1.30159 -0.36750 -5.44465  0.3042
H 3.51267 -0.12266 -5.14440  0.4155
H 3.81812 -1.38902 -3.92441  0.4360
H 4.08574 0.33995 -3.51970  0.3419
H 1.85055 2.05626 -4.36401  0.5068
H 1.28665 0.95299 -5.65097  0.7062
H 1.65065 -2.46314 -4.45036  0.4877
H 0.96363 -1.30486 -5.60930  0.3614
H -0.02393 -1.88007 -4.23025  0.3124
F 3.28655 1.72727 4.85237  -0.2593
C 2.42302 2.58556 4.22879  0.5684
F 1.31799 2.70424 5.04000  -0.2599
F 3.00328 3.79586 4.16540  -0.2275
C 1.99518 1.98607 2.85246  0.3444
O 2.04905 2.63620 1.82861  -0.5096
O 1.61065 0.74169 3.00512  -0.2810

As for the multiplicity: 1. The max |F| is 4.67 eV/A. The energy above the lowest of the compared OMol25 structures with the same formula, charge and spin comes out at 8.81 kcal/mol. The HOMO-LUMO gap comes out at 4.0 eV. Its lowest unoccupied orbital energy is -3.843 eV. As for the charge: +1. The value obtained for the HOMO energy is -7.86 eV.



Q: Which of these has the lowest max |F|?
A: C19H43O2P3STm



Q: The lowest charge belongs to which entry?
A: C4H9N5



Q: Number 3 is which compound?
A: C25H41F3LaO2P2



Q: The lowest multiplicity belongs to which entry?
A: C25H41F3LaO2P2